A molecular structure, C4H5O6Pr in a non-equilibrium geometry, computed with ωB97M-V/def2-TZVPD.

The geometry in ORCA input format:
```
! RIJCOSX wB97M-V def2-TZVPD def2/J DEFGRID3
* xyz 1 4
Pr 4.8194 0.1741 1.6759
O 2.6176 -1.0782 0.6097
O 2.7298 1.0578 0.1030
O 1.2719 -0.3117 -0.9545
O -2.1915 2.2910 0.2871
O -0.6172 1.0151 -0.4673
O -2.6796 0.2047 -0.3242
C -0.8575 -1.3873 0.2500
C 2.2210 -0.0811 -0.0479
C -1.9084 1.1605 -0.3413
C -0.0986 -0.4954 -0.6682
H -2.4237 2.9657 -0.3642
H -0.4537 -0.7404 -1.6800
H -0.7984 -2.4217 -0.1032
H -1.6372 -1.3310 1.0127
H 0.0060 -1.0220 1.0126
*
```

Summary:
Kohn-Sham gap (spin up / spin down)   6.3124 / 6.2895 eV
E_HOMO (spin up / spin down)   -0.441 / -0.441 hartree
F_max   7.31 eV/A
LUMO (spin up / spin down)   -5.701 / -5.723 eV
ΔE to the lowest compared entry with this formula, charge and spin   35.3 kcal per mole

---

12 unconnected molecules or ions with the total composition C40H108N4O16 in a non-equilibrium geometry, computed with ωB97M-V/def2-TZVPD.

The geometry in ORCA input format:
```
! RIJCOSX wB97M-V def2-TZVPD def2/J DEFGRID3
* xyz 0 1
O -1.8290 4.4140 8.4196
O 8.9319 3.0419 7.6737
O 4.1300 1.2926 17.2118
O 2.5284 3.0481 8.4831
O 8.0009 3.7771 -0.4836
O 5.4154 0.9721 11.0624
O 5.4340 8.4411 8.1097
O 10.6427 3.3099 11.1614
O 7.1405 5.6904 14.8122
O 7.5800 6.4227 5.3081
O 3.8876 4.9740 10.9948
O 12.2592 5.2442 6.3754
O -1.8159 3.1413 13.9443
O 10.3390 8.5034 12.9452
O 6.0539 -1.0545 6.6311
O 0.9252 7.3330 14.0003
N 4.5274 4.9105 7.9244
N 6.3163 3.7549 10.1753
N 6.9588 5.1115 2.0159
N 12.8550 4.3817 9.3978
C 6.6056 3.8255 1.4396
C 6.6651 3.8149 -0.0742
C 3.5223 2.7401 7.5139
C 5.9854 -0.1200 13.0800
C 10.7564 7.1841 12.5494
C 7.6888 7.6408 5.9949
C 6.2579 4.5776 11.3770
C 8.1600 3.3715 -1.8304
C 13.4683 5.2733 7.1041
C 9.6086 6.5231 11.8223
C 8.0617 4.7907 15.4285
C -0.7207 4.4112 9.3573
C -0.7632 5.7197 10.1046
C 4.1743 2.6829 15.1842
C 2.4978 6.9252 15.7979
C 6.8502 0.1401 6.5945
C 1.4547 7.8578 15.2181
C 4.6144 6.3060 7.5164
C -1.0333 4.3231 14.1304
C 7.2777 6.5572 3.9394
C 0.3954 3.9144 14.4086
C 10.0662 2.2906 11.9359
C 13.3395 5.5179 8.5925
C 3.9806 4.0400 6.8950
C 9.0128 4.2663 6.9617
C 6.7788 5.1838 3.4573
C 8.2461 3.6553 14.4132
C 7.6282 3.9379 9.5468
C 6.3355 1.0056 12.1263
C 5.9780 9.3837 8.9999
C 11.4742 4.0411 9.0413
C 1.9991 1.8660 9.0557
C 7.7603 2.9009 8.4485
C 7.4018 0.3220 5.1959
C 11.5731 6.4752 6.3767
C 10.9199 2.8751 9.8379
C 2.5819 4.9514 11.5373
C 4.8378 4.5630 11.9444
C 5.2352 7.1480 8.6313
C 4.8978 2.2112 16.4546
H 9.0576 2.0054 11.6040
H -1.3722 4.9276 14.9790
H 6.1568 -1.0956 12.6217
H 2.2710 3.9190 11.7407
H 6.1583 0.9485 6.8598
H 11.6220 7.3468 11.9013
H 0.6295 8.1112 15.8959
H 0.7766 3.3241 13.5692
H 4.0891 0.4433 16.7665
H 7.9191 5.3128 1.7656
H 2.1417 5.9298 16.0507
H 0.2006 4.3245 8.7737
H 12.2183 7.2404 5.9305
H 12.9060 4.6789 10.3659
H 8.1093 1.1564 5.2134
H 7.4332 4.4740 3.9850
H 5.8158 1.6842 16.1591
H 3.0921 2.0608 6.7671
H 6.6611 0.6259 4.4557
H 11.2651 6.7544 7.3870
H 8.8962 2.8650 14.7962
H 6.7333 8.1712 5.8810
H 9.9640 2.6446 9.3448
H 4.3612 2.1700 7.9343
H 6.9631 4.2563 12.1404
H 8.0460 4.4859 6.5048
H 10.6743 6.3711 5.7726
H 8.0727 2.2794 -1.8565
H 10.6973 1.3999 11.9861
H 3.9857 4.8119 8.7767
H 6.9331 6.3761 15.4581
H 6.0924 2.9497 -0.4398
H 3.3760 6.9107 15.1543
H 8.8027 6.3039 12.5233
H 4.7120 3.8038 6.1163
H 9.0243 5.2361 15.6864
H 1.1863 2.1803 9.7115
H 6.9852 9.1060 9.3359
H 8.4531 8.3432 5.6419
H 1.0513 4.7837 14.4168
H 14.3746 5.6362 8.9318
H 4.0105 1.7630 14.6165
H 1.7040 1.1338 8.3037
H 10.8868 8.8241 13.6643
H 8.1616 6.8832 3.3841
H 1.9279 8.8270 15.0094
H 4.6512 3.5430 12.2953
H -1.7815 5.9083 10.4592
H 0.4668 3.3103 15.3114
H 5.1810 3.0357 17.1088
H 3.5960 6.6466 7.2712
H 6.4494 7.2637 3.8037
H 3.2413 3.1727 15.4491
H 4.8518 3.2784 14.5726
H 8.4646 3.8404 10.2389
H 6.2620 1.9413 12.6998
H 7.3550 3.0607 1.7141
H 6.5822 -0.0617 13.9956
H 7.2639 3.2455 14.1912
H 5.7332 5.0199 3.7075
H 8.7544 4.0229 13.5208
H 9.2923 5.0773 7.6455
H 2.7089 1.3983 9.7506
H 9.1245 3.6996 -2.2017
H 4.8743 5.2528 12.7953
H 9.2362 7.2477 11.0950
H 5.1989 6.4446 6.6052
H 9.8375 4.1995 6.2561
H 7.6385 0.0838 7.3488
H 11.5418 1.9775 9.7787
H 1.9267 5.3697 10.7759
H 0.6607 8.0605 13.4330
H -0.0993 5.7477 10.9666
H 11.0768 6.6156 13.4257
H 4.5531 7.1508 9.4851
H 7.6139 4.9425 9.1014
H 14.0493 4.3752 6.8964
H 7.3849 0.9153 11.8141
H 6.1104 4.6884 -0.4497
H -0.5707 6.6070 9.4983
H 6.0123 10.3151 8.4390
H -0.8545 3.5405 10.0040
H 7.8020 7.5241 7.0709
H -1.6081 3.7183 7.7913
H 7.6044 4.3481 16.3186
H 5.3685 9.5071 9.9026
H 6.5166 5.6252 11.1491
H 11.4978 3.7364 7.9956
H -1.0848 4.9524 13.2369
H -2.7343 3.4229 14.0188
H 4.9382 -0.0862 13.3834
H 12.7515 6.4161 8.8170
H 5.5941 4.0495 9.5131
H 7.3605 3.7428 -2.4781
H 2.5687 5.5548 12.4521
H 7.7961 1.9239 8.9338
H 14.0700 6.1059 6.7062
H 2.8087 7.3741 16.7480
H 5.4287 1.8360 10.6112
H 9.9402 5.6247 11.3024
H 10.7372 4.8509 9.1450
H 9.9039 2.7019 12.9350
H 5.6529 3.4729 1.8347
H 5.8570 -1.2491 7.5526
H 7.9120 -0.5797 4.8627
H 6.9170 2.8769 7.7508
H 6.2077 6.7039 8.8801
H 3.1366 4.5649 6.4234
*
```

Summary:
Kohn-Sham gap   8.9970 eV
E_HOMO   -0.319 hartree
F_max   1.67 eV/A
LUMO   0.314 eV
Structure (SMILES)   COCCNCCOC.COCCNCCOC.COCCNCCOC.COCCNCCOC.CCO.CCO.CCO.CCO.CCO.CCO.CCO.CCO
ΔE to the lowest compared entry with this formula, charge and spin   0.0 kcal per mole

---

A molecular structure, C34H48N4O4S5Tl in a non-equilibrium geometry, computed with ωB97M-V/def2-TZVPD.

The geometry in ORCA input format:
```
! RIJCOSX wB97M-V def2-TZVPD def2/J DEFGRID3
* xyz -1 1
Tl 0.0494 0.2744 0.1059
S 2.5715 -3.0745 1.3493
S 5.4350 -3.0916 0.3353
S 3.8189 -5.6315 0.7590
S 1.5261 -7.2788 1.4637
S -0.0210 -4.4792 2.3247
O 0.2236 -5.0970 -3.3841
O 2.0531 -4.8003 -2.1474
O -0.9982 -2.8674 4.0263
O 1.1847 -2.4294 3.6353
N -0.7042 1.7720 -1.3569
N -0.3280 2.1914 1.3357
N 0.5158 -3.2128 -2.1033
N -0.7855 -2.7515 -2.3877
C 3.3306 4.1346 1.5405
C 1.3761 2.6143 5.2449
C 0.2864 -7.1169 0.1073
C 0.0641 2.2448 5.0849
C 1.7109 -4.5201 1.6578
C 2.1171 2.8498 4.0837
C 2.5202 2.8086 1.6122
C -4.7969 0.7777 -1.5256
C -3.3830 1.6692 -3.9562
C -1.3553 1.5636 -2.5891
C -3.6948 1.8357 -1.4206
C 1.0195 -1.3134 4.6185
C 1.5823 2.7069 2.8147
C 2.2682 -5.6855 1.4176
C -2.4253 0.5248 2.8383
C -0.5111 2.0809 3.8003
C 0.9233 -4.3937 -2.6620
C -2.7839 1.6812 -2.6613
C -0.6007 3.2347 0.4835
C -4.3414 3.2250 -1.3676
C 0.2332 2.4220 2.6124
C 0.0335 -3.1108 3.4148
C 2.5462 -6.0731 -2.6379
C -0.6311 1.1825 -3.7447
C -2.0468 1.6953 3.7150
C 1.4417 -0.0091 -4.7138
C 1.3894 2.5160 -4.3129
C 0.8888 1.1385 -3.7720
C 3.4334 1.5815 1.4601
C -2.8995 2.8926 3.3679
C 4.0311 -3.8454 0.8199
C -2.6274 1.3482 -5.0653
C -0.8543 3.0269 -0.8410
C -1.2864 1.1025 -4.9175
H 0.9033 2.7157 -5.2524
H 0.3797 -7.9962 -0.5370
H -0.7081 -6.9629 0.4350
H -3.6522 4.0046 -1.0313
H 1.6572 -1.6437 5.4133
H 3.2651 -6.4560 -1.8967
H -2.2072 0.7866 1.8171
H 2.8809 0.6335 1.3642
H -5.1336 3.1995 -0.6552
H 1.6732 2.6544 6.2349
H 4.0882 4.2852 2.2886
H -3.1470 1.5900 -0.5147
H 4.1020 1.7781 0.6361
H 1.1050 0.1840 -5.7397
H 2.6626 5.0196 1.6376
H -0.7213 -1.8392 -2.7859
H -1.7311 -0.3060 3.1108
H -2.5554 3.8545 3.8285
H -3.0284 1.1998 -6.0825
H 4.1393 1.5193 2.3360
H 2.4719 2.4951 -4.5156
H 1.1525 3.3268 -3.6039
H 3.1656 3.0893 4.1880
H 3.1066 -5.8820 -3.5634
H 3.7955 4.2877 0.5804
H 2.5016 -0.1003 -4.6747
H -0.0152 -1.0546 4.8382
H -0.6905 0.8786 -5.7502
H 0.5904 -6.1799 -0.4652
H 1.2028 -2.6268 -1.6694
H -0.4512 4.2448 0.9471
H -4.7370 3.4031 -2.3536
H 0.9847 -0.9485 -4.4019
H -0.5066 2.1525 5.9841
H 1.6978 -6.7305 -2.7987
H -1.2545 -2.6692 -1.4566
H -5.3797 0.8452 -2.4156
H 1.3252 1.0909 -2.7922
H -2.8133 2.9691 2.3205
H -3.4617 0.2399 3.0167
H -3.8851 2.6480 3.6788
H -4.2400 -0.1691 -1.4717
H 1.9339 2.8538 0.6986
H -4.4237 1.9457 -4.0680
H -1.1885 3.8272 -1.4738
H -5.4332 0.6780 -0.6561
H 1.4317 -0.4456 4.0954
H -2.3514 1.2968 4.7136
*
```

Summary:
Kohn-Sham gap   4.4668 eV
E_HOMO   -0.106 hartree
F_max   3.39 eV/A
LUMO   1.583 eV
ΔE to the lowest compared entry with this formula, charge and spin   20.9 kcal per mole

---

4 unconnected molecules or ions with the total composition C4H15NO3 in a non-equilibrium geometry, computed with ωB97M-V/def2-TZVPD.

The geometry in ORCA input format:
```
! RIJCOSX wB97M-V def2-TZVPD def2/J DEFGRID3
* xyz 0 1
O 1.5170 -0.3346 -2.2265
O 1.2101 1.7578 0.5951
O -0.3574 1.4820 -1.9074
N -0.5283 -1.0525 1.4462
C -1.6274 -0.0027 1.5374
C 0.2850 -2.5287 -0.3758
C 0.0174 -1.1124 0.0636
C -1.0841 1.1996 2.0139
H 0.2408 -0.7630 2.0379
H -2.0927 0.0973 0.5498
H -0.8377 1.2736 3.0758
H 0.6259 -2.4094 -1.4028
H 0.3715 0.7779 -2.0259
H 0.9702 1.5699 -0.3362
H 0.4125 1.5287 1.0793
H -0.7072 -0.5793 -0.5565
H 0.1037 2.3273 -1.9404
H -0.6036 -3.1322 -0.2436
H 1.1323 -2.9045 0.1629
H 2.0019 -0.1048 -3.0393
H -2.3243 -0.4404 2.2597
H -1.4916 2.1081 1.6193
H 0.8773 -0.4578 -0.0012
*
```

Summary:
Kohn-Sham gap   3.0994 eV
E_HOMO   -0.280 hartree
F_max   2.45 eV/A
LUMO   -4.507 eV
ΔE to the lowest compared entry with this formula, charge and spin   173.2 kcal per mole

---

A molecular structure, C26H28BrN3O8S2Ti in a non-equilibrium geometry, computed with ωB97M-V/def2-TZVPD.

The geometry in ORCA input format:
```
! RIJCOSX wB97M-V def2-TZVPD def2/J DEFGRID3
* xyz -2 3
Br -6.4901 1.1677 1.3064
Ti 0.1443 0.8118 0.5634
S 0.6467 -1.2186 2.0722
S -1.3986 -4.5004 0.5077
O -2.2380 -4.2611 -0.7017
O 0.2624 1.7206 2.5544
O 4.2363 1.1469 1.0609
O 2.0522 3.9080 -0.5925
O -0.2623 0.3350 -1.2423
O 0.2735 2.6915 -0.0975
O 2.0970 0.8078 0.5324
O -1.8150 -5.5779 1.3505
N -1.2880 -3.0552 1.3861
N 0.8639 0.1815 -3.1906
N -1.4344 -0.0744 -3.1597
C 3.0440 1.3844 1.2035
C 0.4895 3.6017 3.9284
C 1.2834 3.4255 0.2174
C 1.3870 2.4655 4.5038
C 1.5706 3.5513 1.7295
C 2.1065 0.7783 -2.7392
C 0.2861 -4.5658 -0.0371
C 0.2881 3.2662 2.4864
C 0.9317 -3.4328 0.4881
C -4.6439 1.0459 1.2055
C -0.0203 -2.6318 1.3362
C -1.7374 0.5566 -4.4935
C -2.6542 1.9090 0.1931
C -2.4931 0.1389 1.7289
C 1.6971 1.6746 3.2579
C -3.9996 1.8696 0.2924
C -1.8927 1.0281 0.8910
C 2.5291 2.4014 2.2382
C 0.9676 -5.6041 -0.6694
C 2.3372 -3.3114 0.3063
C -2.4734 -0.8467 -2.4790
C 2.3221 -5.5233 -0.7521
C 3.0147 -4.3737 -0.2828
C 0.9259 -0.7736 -4.3086
C -0.3194 0.2326 -2.5135
C -3.8400 0.1583 1.9857
H 2.8305 -2.3749 0.5864
H -2.1926 2.5949 -0.5195
H -0.4704 3.7024 4.4107
H 1.9775 4.5439 2.0376
H -0.7170 3.6101 1.9960
H -2.0635 -1.8340 -2.1666
H 2.2566 0.5280 -1.6807
H 0.2862 -6.4350 -1.0355
H 0.8898 1.8707 5.2434
H 1.7696 0.6168 3.4951
H 0.2692 -1.6142 -4.0350
H 2.8625 0.3690 -3.4850
H 2.2752 2.9844 4.9586
H 2.9368 -6.4133 -1.1016
H -4.6846 2.4462 -0.2998
H -3.2063 -1.0662 -3.3298
H -2.2414 -0.1967 -5.1196
H 0.5560 -0.3457 -5.2543
H -2.9758 -0.3294 -1.6815
H 2.1182 1.8733 -2.7674
H 0.8664 4.5811 4.0909
H 4.1423 -4.4497 -0.2772
H 3.4342 2.7531 2.7407
H 1.9215 -1.1237 -4.4347
H -4.2749 -0.5553 2.6835
H -1.9683 -0.7072 2.1176
H -2.4633 1.4074 -4.2798
H -0.8911 1.0563 -4.9593
*
```

Summary:
Kohn-Sham gap (spin up / spin down)   2.8567 / 5.9963 eV
E_HOMO (spin up / spin down)   0.043 / -0.073 hartree
F_max   4.05 eV/A
LUMO (spin up / spin down)   4.027 / 4.023 eV
ΔE to the lowest compared entry with this formula, charge and spin   23.6 kcal per mole

---

A molecular structure, C26H29FN6O3STi, computed with ωB97M-V/def2-TZVPD.

The geometry in ORCA input format:
```
! RIJCOSX wB97M-V def2-TZVPD def2/J DEFGRID3
* xyz 1 2
Ti -0.3041 -0.0045 0.4916
S 0.2163 4.5036 0.9939
F -3.2654 5.1477 -2.9339
O -1.6046 -0.5849 1.7546
O -1.7698 1.2390 -0.2925
O -3.3770 -0.6947 3.0735
N 0.2131 0.3622 -1.7244
N -5.2752 2.4582 1.3940
N 1.0195 -0.8198 2.2067
N 0.4961 -1.7650 -0.1892
N -0.1139 1.8190 1.6717
N 1.9022 0.6974 0.2600
C 1.2659 1.3665 -1.9419
C 0.6726 -2.7956 0.8084
C -5.4738 4.2682 -0.2216
C -4.9389 4.9163 -1.3102
C -4.7840 3.1467 0.2895
C -2.7947 -0.1777 2.1501
C -3.5798 2.7206 -0.2873
C -3.7475 4.4731 -1.8822
C -4.5992 1.4390 1.9034
C -3.0551 3.4063 -1.3911
C -2.8495 1.5986 0.2750
C 1.5315 -2.1721 1.9041
C -6.8265 4.2908 1.8675
C 2.7019 0.6836 1.3302
C 4.4054 1.8260 0.1163
C 3.9725 1.2294 1.2913
C -6.7414 4.7570 0.4227
C 1.0751 -1.9201 -1.4955
C -3.3934 0.9779 1.4130
C -7.6761 1.9649 1.2484
C 0.0194 2.9562 1.3848
C 2.0970 0.1040 2.5780
C 0.4034 -0.9215 -2.4264
C 2.3035 1.2908 -0.8599
C 3.5594 1.8652 -0.9778
C -6.6110 2.7880 1.9576
H 2.8626 -0.3926 3.1814
H 1.1239 -3.6998 0.3948
H 5.3923 2.2647 0.0597
H -6.5554 2.4944 3.0060
H 0.8056 2.3579 -1.8981
H -5.0325 0.9398 2.7615
H 2.5567 -2.0669 1.5434
H -0.3150 -3.0519 1.2058
H 3.8568 2.3402 -1.9023
H 1.5575 -2.8002 2.7969
H -6.0699 4.7962 2.4714
H -7.7991 4.5329 2.2955
H -7.5114 0.8998 1.4100
H -0.5857 -1.3008 -2.6815
H 4.6027 1.1955 2.1691
H 1.6702 0.9166 3.1657
H -7.6032 4.3944 -0.1437
H 0.9689 -0.7898 -3.3514
H -6.7744 5.8450 0.3665
H 0.9753 -2.9450 -1.8652
H -0.6751 0.7626 -2.0027
H -2.1109 3.1144 -1.8238
H 1.7221 1.2605 -2.9298
H -1.2213 -1.0637 -0.5225
H -7.6734 2.1471 0.1738
H -8.6628 2.2182 1.6358
H -5.4231 5.7894 -1.7283
H 0.3265 -0.8583 2.9478
H 2.1524 -1.7117 -1.4087
*
```

Summary:
Kohn-Sham gap (spin up / spin down)   7.5186 / 6.4163 eV
E_HOMO (spin up / spin down)   -0.383 / -0.383 hartree
F_max   0.97 eV/A
LUMO (spin up / spin down)   -2.892 / -3.997 eV
ΔE to the lowest compared entry with this formula, charge and spin   61.5 kcal per mole

---

C2H5ClN2O in the gas phase in a non-equilibrium geometry, computed with ωB97M-V/def2-TZVPD.

The geometry in ORCA input format:
```
! RIJCOSX wB97M-V def2-TZVPD def2/J DEFGRID3
* xyz 0 1
Cl -1.0041 -0.7525 -1.7177
O -1.3878 1.7465 -0.5783
N 0.8316 -0.6880 0.7544
N 1.4071 -0.9416 -0.3690
C -0.4264 0.7917 -0.6210
C -0.1865 0.1953 0.7080
H 0.4666 0.9929 -1.2532
H -1.9299 1.3733 0.1753
H -0.9432 0.0928 1.4464
H 1.0073 -1.2106 1.6963
H 2.1653 -1.5998 -0.2413
*
```

Summary:
Kohn-Sham gap (spin up / spin down)   8.6483 / 8.6486 eV
E_HOMO (spin up / spin down)   -0.305 / -0.305 hartree
F_max   2.44 eV/A
LUMO (spin up / spin down)   0.356 / 0.357 eV
ΔE to the lowest compared entry with this formula, charge and spin   61.7 kcal per mole